Record 1
Here is C3H3N3O in the gas phase from the Open Molecules 2025 dataset. Energies are from wB97M-V/def2-TZVPD.

Geometry as ORCA input:
```
! RIJCOSX wB97M-V def2-TZVPD def2/J DEFGRID3
* xyz 0 1
N -0.209 -1.769 2.164
C -0.316 -0.807 1.426
N 0.664 -0.987 -1.205
N 0.266 0.049 -0.705
O 1.154 2.163 -1.211
C 0.453 1.256 -1.541
C -0.295 0.236 0.622
H -0.942 -2.475 2.112
H -0.044 1.136 -2.514
H -0.732 1.196 0.855
*
```

Results
- F_max: 0.720 eV/A
- Calculated total energy: -355.47299 Ha
- HOMO: -8.65 eV
- Orbital gap: 8.694 eV

These are the Mulliken partial charges, in e, on atoms 1 to 6:
1 N -0.45
2 C 0.51
3 N -0.74
4 N 0.58
5 O -0.40
6 C 0.03

Record 2
Here is C19H19N5O2 in the gas phase at a distorted geometry from the Open Molecules 2025 dataset. Energies are from wB97M-V/def2-TZVPD.

Geometry as ORCA input:
```
! RIJCOSX wB97M-V def2-TZVPD def2/J DEFGRID3
* xyz 0 1
C 6.057 1.751 -1.486
C 4.813 0.946 -1.260
C 4.774 -0.056 -0.300
C 3.609 -0.766 -0.084
C 2.463 -0.493 -0.819
C 2.490 0.483 -1.817
C 3.669 1.191 -2.005
H 3.697 1.953 -2.771
C 1.303 0.749 -2.684
H 1.585 1.339 -3.552
H 0.856 -0.187 -3.017
H 0.549 1.289 -2.112
N 1.308 -1.277 -0.584
C 0.112 -0.772 -0.175
N -0.138 0.473 -0.129
C -1.397 0.895 0.393
C -1.294 1.158 1.867
C -1.659 2.235 2.617
C -1.354 1.898 3.958
C -0.830 0.645 3.919
O -0.791 0.183 2.658
H -0.462 -0.006 4.688
H -1.506 2.507 4.825
H -2.098 3.140 2.255
N -2.472 -0.089 0.173
C -2.175 -1.402 0.099
N -3.047 -2.355 -0.024
C -4.359 -2.000 -0.071
C -4.755 -0.700 -0.032
C -3.805 0.368 0.098
O -4.041 1.558 0.154
H -5.795 -0.421 -0.078
C -5.316 -3.141 -0.182
H -6.340 -2.785 -0.233
H -5.087 -3.724 -1.072
H -5.201 -3.798 0.678
N -0.847 -1.742 0.139
H -0.661 -2.725 -0.002
H -1.708 1.823 -0.102
H 1.504 -2.216 -0.263
H 3.585 -1.543 0.669
H 5.654 -0.280 0.284
H 6.937 1.213 -1.143
H 6.177 1.990 -2.540
H 5.997 2.689 -0.934
*
```

Results
- F_max: 1.087 eV/A
- Structure (SMILES): Cc1ccc(NC2=N[C@H](c3ccco3)n3c(nc(C)cc3=O)N2)c(C)c1
- Calculated total energy: -1159.73118 Ha
- HOMO: -8.46 eV
- Orbital gap: 9.066 eV

These are the Mulliken partial charges, in e, on atoms 1 to 6:
1 C -1.45
2 C 0.68
3 C -0.92
4 C -0.70
5 C 0.37
6 C 1.14

Record 3
Here is 2 unconnected molecules or ions with the total composition C4H14NO2 at a distorted geometry from the Open Molecules 2025 dataset. Energies are from wB97M-V/def2-TZVPD.

Geometry as ORCA input:
```
! RIJCOSX wB97M-V def2-TZVPD def2/J DEFGRID3
* xyz 1 1
O -1.265 -1.119 0.615
C -0.349 -1.331 -0.468
C 0.961 -0.588 -0.297
N 0.768 0.832 0.232
C 0.548 0.933 1.724
C 1.684 -0.425 -1.643
H -1.264 -1.774 1.317
H -0.107 -2.383 -0.562
H -0.921 -0.996 -1.324
H 1.558 -1.048 0.485
H -0.079 1.204 -0.235
H 1.394 1.600 0.001
H 0.037 1.901 1.835
H -0.297 0.298 1.968
H 1.481 1.036 2.263
H 2.173 -1.335 -1.966
H 2.609 0.124 -1.430
H 1.078 0.180 -2.311
H -2.482 1.951 0.089
H -2.085 0.468 0.037
O -1.825 1.348 -0.277
*
```

Results
- F_max: 2.671 eV/A
- Calculated total energy: -365.77686 Ha
- HOMO: -15.16 eV
- Orbital gap: 12.321 eV

These are the Mulliken partial charges, in e, on atoms 1 to 6:
1 O -0.64
2 C -0.70
3 C 0.29
4 N -0.24
5 C -0.99
6 C -1.39

Record 4
Here is C11H17NS in the gas phase at a distorted geometry from the Open Molecules 2025 dataset. Energies are from wB97M-V/def2-TZVPD.

Geometry as ORCA input:
```
! RIJCOSX wB97M-V def2-TZVPD def2/J DEFGRID3
* xyz 0 1
C 3.002 -0.972 -0.974
C 2.503 -0.319 0.301
C 3.207 -0.840 1.560
C 2.898 1.252 0.093
C -0.274 -0.328 -0.889
C -1.646 -0.168 -0.378
C -2.645 -1.057 -0.761
C -4.022 -0.743 -0.413
C -4.449 0.310 0.350
C -3.434 1.112 0.854
C -2.102 0.851 0.474
H 2.989 -2.088 -0.993
H 2.473 -0.641 -1.826
H 4.070 -0.715 -1.128
H 2.831 -0.391 2.501
H 4.228 -0.643 1.375
H 3.081 -1.956 1.782
H 2.605 1.685 1.025
H 3.963 1.277 0.001
H 2.807 1.585 -1.958
H 2.081 2.811 -1.126
H -0.123 -1.190 -1.523
H 0.001 0.593 -1.570
H -2.362 -1.917 -1.405
H -4.806 -1.402 -0.780
H -5.413 0.498 0.702
H -3.572 1.982 1.519
H -1.334 1.401 0.884
N 2.282 1.823 -1.119
S 0.767 -0.515 0.566
*
```

Results
- F_max: 3.225 eV/A
- Structure (SMILES): CC(C)(CN)SCc1ccccc1
- Calculated total energy: -882.24301 Ha
- HOMO: -8.09 eV
- Orbital gap: 8.900 eV

These are the Mulliken partial charges, in e, on atoms 1 to 6:
1 C -1.95
2 C 1.63
3 C -1.76
4 C -1.04
5 C -0.33
6 C 0.14

Record 5
Here is C2H9OP3 in the gas phase at a distorted geometry from the Open Molecules 2025 dataset. Energies are from wB97M-V/def2-TZVPD.

Geometry as ORCA input:
```
! RIJCOSX wB97M-V def2-TZVPD def2/J DEFGRID3
* xyz 0 1
C -2.336 -0.225 -0.401
C -1.036 -0.526 0.349
O 2.325 1.934 0.439
P 1.784 -1.204 0.603
P 0.698 1.785 -0.067
P 0.397 -0.290 -0.725
H -3.208 -0.048 0.206
H -2.348 0.765 -0.945
H -2.457 -0.982 -1.043
H -1.123 -1.611 0.770
H -0.826 0.022 1.225
H 2.900 -0.881 -0.221
H 1.848 -2.547 0.052
H 2.526 1.418 1.186
H 0.858 2.391 -1.427
*
```

Results
- F_max: 4.694 eV/A
- Structure (SMILES): CCP(#[PH2])PO
- Calculated total energy: -1180.84827 Ha
- HOMO: -8.22 eV
- Orbital gap: 8.569 eV

These are the Mulliken partial charges, in e, on atoms 1 to 6:
1 C -1.18
2 C -0.68
3 O -0.53
4 P -0.27
5 P 0.10
6 P 0.05

Record 6
Here is C5H8N2 in the gas phase from the Open Molecules 2025 dataset. Energies are from wB97M-V/def2-TZVPD.

Geometry as ORCA input:
```
! RIJCOSX wB97M-V def2-TZVPD def2/J DEFGRID3
* xyz 0 1
C 0.733 -2.114 0.631
C 0.026 -0.812 0.385
C -1.260 -0.402 0.627
N -1.356 0.953 0.162
C -0.152 1.298 -0.388
N 0.209 2.510 -0.991
C 0.716 0.259 -0.229
H 0.937 -2.607 -0.330
H 1.708 -1.907 1.088
H 0.195 -2.823 1.267
H -1.920 -0.881 1.348
H -2.163 1.557 0.030
H 0.970 2.316 -1.631
H -0.499 3.050 -1.463
H 1.767 0.288 -0.466
*
```

Results
- F_max: 0.837 eV/A
- Structure (SMILES): Cc1c[nH]c(N)c1
- Calculated total energy: -304.81666 Ha
- HOMO: -7.25 eV
- Orbital gap: 8.213 eV

These are the Mulliken partial charges, in e, on atoms 1 to 6:
1 C -1.16
2 C 0.68
3 C -0.87
4 N -0.03
5 C 0.09
6 N -0.55

Record 7
Here is 2 unconnected molecules or ions with the total composition C3H8O2S2 at a distorted geometry from the Open Molecules 2025 dataset. Energies are from wB97M-V/def2-TZVPD.

Geometry as ORCA input:
```
! RIJCOSX wB97M-V def2-TZVPD def2/J DEFGRID3
* xyz 0 1
O 0.113 0.951 3.804
C 0.142 0.023 3.032
O -0.691 -0.234 1.975
H 1.029 -0.647 2.995
H -0.106 -0.619 1.246
C 0.715 1.915 -0.462
S 0.092 0.944 -1.831
S 0.194 -0.974 -0.995
C -0.898 -1.852 -2.122
H -0.001 2.138 0.352
H 1.661 1.506 -0.038
H 1.035 2.933 -0.793
H -0.885 -1.277 -3.034
H -0.468 -2.835 -2.380
H -1.930 -1.970 -1.749
*
```

Results
- F_max: 1.903 eV/A
- Structure (SMILES): CSSC.O=CO
- Calculated total energy: -1065.93591 Ha
- HOMO: -8.44 eV
- Orbital gap: 8.676 eV

These are the Mulliken partial charges, in e, on atoms 1 to 6:
1 O -0.45
2 C 0.23
3 O -0.35
4 H 0.27
5 H 0.24
6 C -0.83

Record 8
Here is a molecular structure, C9H11I2N2 at a distorted geometry from the Open Molecules 2025 dataset. Energies are from wB97M-V/def2-TZVPD.

Geometry as ORCA input:
```
! RIJCOSX wB97M-V def2-TZVPD def2/J DEFGRID3
* xyz 1 1
C 1.844 0.711 1.785
C 2.460 -0.640 -0.084
C 3.245 0.833 2.028
C 3.787 -0.491 0.208
C 1.483 -0.038 0.738
C -2.658 1.106 -2.496
C -3.391 0.259 -1.690
C 0.064 -0.276 0.270
C -3.792 0.265 -0.378
N 4.082 0.225 1.288
N -0.194 -1.664 0.233
I -3.206 1.741 0.897
I -5.278 -1.178 0.214
H 1.107 1.395 2.358
H 1.983 -0.921 -0.944
H 3.552 1.704 2.548
H 4.496 -1.168 -0.320
H -2.567 0.848 -3.576
H -2.415 2.009 -1.964
H -3.574 -0.742 -2.252
H -0.683 0.177 0.903
H -0.006 0.268 -0.646
H 0.345 -2.402 -0.179
H -0.681 -2.021 1.056
*
```

Results
- F_max: 5.555 eV/A
- Calculated total energy: -1054.01054 Ha
- HOMO (spin up / spin down): -11.04 / -11.04 eV
- Orbital gap (spin up / spin down): 3.807 / 3.809 eV

These are the Mulliken partial charges, in e, on atoms 1 to 6:
1 C -0.26
2 C -0.66
3 C -0.29
4 C -0.41
5 C 0.97
6 C -0.46

Energy above the lowest of the compared OMol25 structures with the same formula, charge and spin / eV: 4.541, 0.446, 1.466, 0.965, 0.270, 0.513, 1.255, 4.292